Here is a 2-piece molecular cluster, C21H41BFN7O5P2S overall from the Open Molecules 2025 dataset. Energies are from ωB97M-V/def2-TZVPD.

## Properties
* largest force on an atom: 0.1657 hartree/bohr
* E_HOMO: -8.18 eV
* SMILES: CCNc1nc2c(CB(O)O)cc(P(C)C)c(S(=O)(=O)F)c2nc1CCN.CN(C)P(=O)(N(C)C)N(C)C
* net charge: 0
* multiplicity: 1
* electronic energy: -2789.79273 Ha
* frontier orbital gap: 7.08 eV

Positions of all 79 atoms, in Å:
1 C 0.36281 -7.09954 1.78346
2 C -0.11638 -5.79728 1.03152
3 N -1.12112 -6.08020 -0.05315
4 C -1.90755 -4.84552 -0.18728
5 N -1.21606 -3.71559 -0.46997
6 C -2.11297 -2.65882 -0.51671
7 C -1.52160 -1.29144 -0.78081
8 C 0.01404 -1.18318 -1.02287
9 B 0.85131 -0.70024 0.25901
10 O 1.35240 0.64633 0.25730
11 O 1.08826 -1.57092 1.32947
12 C -2.30052 -0.08332 -0.82317
13 C -3.79979 -0.16751 -0.63607
14 P -4.69870 1.45919 -0.71568
15 C -3.40813 2.76794 -0.23160
16 C -6.01242 1.62892 0.60338
17 C -4.42986 -1.48972 -0.41942
18 S -6.23347 -1.55428 -0.25977
19 O -6.86776 -0.63305 -1.20167
20 O -6.78218 -2.87720 -0.49119
21 F -6.68046 -1.15417 1.28812
22 C -3.55947 -2.72232 -0.34097
23 N -4.20438 -3.92122 -0.09205
24 C -3.37875 -4.98144 0.00629
25 C -3.97695 -6.41202 0.28525
26 C -5.51777 -6.30105 0.56895
27 N -5.79536 -5.61126 1.84821
28 H 0.00926 -7.03573 2.85442
29 H -0.12277 -8.01819 1.35060
30 H 1.47960 -7.20691 1.84315
31 H 0.75963 -5.26719 0.56960
32 H -0.56528 -5.08497 1.78024
33 H -0.65047 -6.27825 -0.93792
34 H 0.19471 -0.42638 -1.84300
35 H 0.45071 -2.14510 -1.42090
36 H 0.96094 1.02513 1.07220
37 H 1.38504 -1.02515 2.08460
38 H -1.76495 0.86782 -1.01963
39 H -2.99055 2.45096 0.77308
40 H -2.58268 2.85181 -0.97745
41 H -3.89823 3.76301 -0.03290
42 H -6.03113 2.71742 0.91110
43 H -5.82129 1.04546 1.53857
44 H -7.03458 1.43354 0.17699
45 H -3.39724 -6.93924 1.08859
46 H -3.84304 -6.96972 -0.68949
47 H -6.04041 -7.29459 0.55420
48 H -5.95399 -5.68515 -0.26851
49 H -6.55329 -4.93383 1.73826
50 H -4.99956 -5.06451 2.17698
51 C 5.30377 4.11405 1.63314
52 N 4.07272 4.40460 0.91514
53 C 2.99206 3.64691 1.54712
54 P 3.89609 4.59767 -0.80860
55 O 2.73066 5.57357 -0.70665
56 N 4.99399 5.83609 -1.35507
57 C 6.17059 6.25779 -0.61534
58 C 4.38709 7.04171 -1.93041
59 N 5.15813 3.37912 -1.07356
60 C 5.91740 3.49061 -2.34483
61 C 4.54650 2.02385 -1.16212
62 H 5.68965 3.10418 1.44210
63 H 5.14426 4.19323 2.71295
64 H 6.09838 4.82505 1.42965
65 H 3.09505 2.56844 1.38477
66 H 2.01748 3.95455 1.15646
67 H 2.96390 3.81924 2.62568
68 H 5.91329 6.77995 0.31146
69 H 6.78190 6.93393 -1.22494
70 H 6.83975 5.42232 -0.39927
71 H 4.01306 7.71429 -1.14903
72 H 3.56717 6.79320 -2.60153
73 H 5.11704 7.59395 -2.53024
74 H 5.25050 3.51754 -3.21129
75 H 6.59721 2.64055 -2.45384
76 H 6.56133 4.36444 -2.38936
77 H 3.82906 1.96619 -1.98607
78 H 4.02342 1.75179 -0.24469
79 H 5.31088 1.25982 -1.31305